1.
DFT (the ωB97M-V functional and the def2-TZVPD basis) results for one molecule with the formula C38H43N3O4 in a non-equilibrium geometry.

Charge: 0
DFT total energy: -1938.89704 hartree
LUMO energy: -0.26 eV

The geometry in XYZ format:
```
88
Properties=species:S:1:pos:R:3:lowdin_charge:R:1
H -8.41 -3.07 0.72 0.10
H -0.40 8.04 -1.72 0.10
H 3.91 -0.73 -0.46 0.09
C -5.33 -2.46 0.45 -0.19
C -0.40 1.72 1.49 -0.45
O 0.75 1.49 1.92 -0.04
C 0.71 -3.80 0.13 -0.04
H 3.75 4.34 3.58 0.10
H -1.98 2.96 2.31 0.07
C 1.68 5.71 -0.32 -0.02
C -0.64 5.88 -1.88 -0.08
C 3.15 -1.26 -2.44 -0.55
C -4.28 -2.36 1.40 0.03
H -0.56 3.68 -1.87 0.12
H 3.98 -2.48 -0.86 0.09
C -1.05 3.07 1.73 -0.02
C -2.59 0.89 0.49 -0.11
H -0.40 -2.64 -1.28 0.11
C 2.61 3.04 0.62 -0.17
H -5.34 -4.68 1.86 0.09
C 3.39 -1.56 -0.97 -0.01
C -3.34 -1.36 1.32 0.01
C 1.27 -2.68 2.21 0.01
H 2.42 -1.72 -0.46 0.06
O 2.64 0.14 -2.50 0.00
C -0.01 7.05 -1.45 -0.10
H 0.68 -4.71 -0.47 0.11
N -3.40 -0.41 0.34 -0.02
H 5.66 1.55 0.85 0.10
C 0.99 4.53 -0.69 -0.16
C 4.79 2.14 1.16 -0.07
C 1.49 3.18 -0.34 -0.17
C 1.15 6.97 -0.66 -0.08
H -0.82 -0.32 -1.13 0.12
H 3.48 -6.36 1.33 0.09
H 2.62 5.63 0.20 0.10
C 1.11 0.82 -0.79 -0.17
H 4.97 -2.16 -3.25 0.09
H 1.66 7.86 -0.29 0.10
H 2.67 -3.26 -3.09 0.10
H 5.67 2.82 3.01 0.10
C 4.79 2.86 2.36 -0.09
C 0.79 -1.49 1.70 -0.02
C 4.43 -1.20 -3.24 -0.03
H -4.25 -3.04 2.26 0.11
H 1.98 -1.98 -4.11 0.10
C 3.67 2.17 0.31 -0.02
C 2.69 -5.80 0.81 -0.07
H 3.64 1.59 -0.62 0.10
C -0.35 -0.14 -0.14 -0.12
C 2.21 -2.26 -3.08 -0.03
C 3.73 3.71 2.68 -0.08
H -2.53 -1.23 2.04 0.15
H -2.76 1.44 -0.45 0.12
C 0.14 -2.61 -0.33 -0.08
C -5.31 -1.51 -0.60 0.02
C 2.65 3.80 1.80 -0.06
H 0.82 -0.59 2.31 0.11
H -1.53 5.92 -2.50 0.09
H -1.28 3.58 0.77 0.08
H -6.76 -3.86 2.59 0.11
C 1.40 -3.81 1.36 -0.28
O 0.40 0.04 -2.96 0.11
H -3.03 1.46 1.33 0.12
O 2.23 -4.82 1.76 -0.11
N -6.35 -3.36 0.58 -0.19
H -4.36 0.30 -1.34 0.14
N 0.88 2.17 -0.91 0.14
H -6.08 -1.53 -1.38 0.11
C -1.13 0.73 0.70 -0.23
C 0.22 -1.42 0.42 -0.22
C -4.37 -0.52 -0.62 -0.01
H 1.27 -2.35 -2.52 0.05
C -0.14 4.62 -1.50 -0.04
H 5.10 -0.44 -2.83 0.09
H 1.85 4.52 2.02 0.11
H -7.66 -2.43 -0.77 0.07
H 1.86 0.44 -0.02 0.13
H -7.91 -4.20 -0.53 0.10
C 1.31 0.26 -2.19 -0.42
H 1.67 -2.75 3.22 0.12
H 3.11 -5.29 -0.08 0.09
H 1.91 -6.52 0.50 0.09
C -7.64 -3.24 -0.05 -0.04
H -7.01 -5.15 1.39 0.10
H 4.17 -0.96 -4.28 0.09
C -6.35 -4.31 1.67 -0.06
H -0.36 3.71 2.29 0.07
```

2.
DFT (the ωB97M-V functional and the def2-TZVPD basis) results for one molecule with the formula C4H6O2.

Charge: 0
DFT total energy: -306.42002 hartree
LUMO energy: 0.19 eV

The geometry in XYZ format:
```
12
Properties=species:S:1:pos:R:3:nbo_charge:R:1
C 0.00 1.46 -0.68 0.40
H -0.56 -2.18 0.70 0.20
H 0.39 -0.71 -1.48 0.48
C 0.02 -0.18 1.07 -0.11
C -0.49 -1.25 0.13 -0.14
O -0.49 0.94 -1.66 -0.56
H -1.44 -1.04 -0.37 0.20
H 1.49 1.36 0.96 0.22
C 0.65 0.85 0.50 -0.32
O 0.52 -1.44 -0.85 -0.73
H -0.17 2.54 -0.49 0.13
H 0.08 -0.35 2.15 0.21
```

3.
DFT (the ωB97M-V functional and the def2-TZVPD basis) results for CH3O5PS as an isolated structure in a non-equilibrium geometry.

Charge: 0
DFT total energy: -1155.43852 hartree
Multiplicity: 3
LUMO energy (spin up / spin down): 0.49 / -3.31 eV

The geometry in XYZ format:
```
11
Properties=species:S:1:pos:R:3:nbo_charge:R:1
O -0.51 -1.02 1.15 -0.60
H 1.38 1.07 -0.75 0.26
C 1.49 0.29 0.00 -0.90
O -0.81 -0.31 -1.16 -0.94
H 1.37 0.71 0.99 0.27
O -1.58 0.06 1.24 -0.35
O 0.70 -2.18 -0.59 -0.88
P -1.62 1.22 -0.11 1.54
O -3.03 1.28 -0.42 -1.02
H 2.44 -0.22 -0.09 0.27
S 0.18 -0.91 -0.25 2.35
```